75
Properties=species:S:1:pos:R:3:forces:R:3 method="wB97M-V/def2-TZVPD" total_charge=+3 gap_ev=3.36 total_energy_ha=-2417.16816
Bi -0.93469 -0.67327 -0.05615 -1.982 0.903 1.179
P -0.42725 2.06210 0.21466 0.426 0.975 -0.012
P -2.22052 -0.11126 -2.44761 -0.004 0.496 -1.257
P 1.10485 -1.22260 1.71242 1.346 0.148 0.456
H 0.52302 -1.61109 -2.76402 -0.132 0.122 0.508
C 0.68604 -2.07874 -1.78604 -0.353 -1.857 0.033
C -0.21681 -2.98852 -1.27305 1.753 0.225 -1.444
H -1.15758 -3.20376 -1.78930 0.238 0.174 0.229
C 1.01629 2.65391 -0.74750 0.023 -0.305 -0.067
C -1.81937 3.13176 -0.26058 -0.322 -0.348 -0.136
C -0.12336 2.51493 1.95473 -0.027 -0.368 0.168
C -2.51693 -1.59433 -3.45787 -0.039 -0.146 0.034
C -3.84978 0.66286 -2.29155 -0.220 0.112 0.190
C -1.21559 0.98386 -3.51898 -0.015 -0.030 -0.064
C 1.64170 -2.95764 1.70265 -0.086 -0.173 0.016
C 0.65358 -0.86929 3.43009 -0.140 0.001 0.175
C 2.61939 -0.27322 1.33852 0.094 -0.044 0.023
H 1.69584 -1.98590 -1.36153 -0.461 -0.010 -0.137
H 0.09652 -3.70831 -0.50386 -0.223 0.603 -0.030
H 1.17149 3.73564 -0.60096 -0.125 -0.384 0.018
H 0.84816 2.45268 -1.81689 0.068 0.143 0.334
H 1.92340 2.11326 -0.43759 -0.211 0.251 -0.079
H -1.56032 4.17144 -0.00998 -0.044 -0.296 -0.113
H -2.72010 2.81917 0.28683 0.301 0.160 -0.083
H -2.02496 3.04319 -1.33598 0.105 0.169 0.297
H -0.06074 3.61087 2.04883 0.001 -0.358 -0.099
H 0.80739 2.06156 2.32439 -0.254 0.257 -0.127
H -0.96182 2.14621 2.56494 0.201 0.203 -0.143
H -3.03042 -1.29801 -4.38512 0.158 -0.195 0.230
H -3.15311 -2.29256 -2.89426 0.084 0.168 -0.252
H -1.57269 -2.10031 -3.70118 -0.289 0.173 -0.107
H -4.13262 1.13432 -3.24377 0.008 -0.169 0.248
H -3.85817 1.40444 -1.48432 0.005 -0.121 -0.242
H -4.57745 -0.11623 -2.02840 0.099 0.198 -0.133
H -1.66206 1.04084 -4.52523 0.175 0.068 0.332
H -0.19476 0.57792 -3.60400 -0.321 0.187 -0.059
H -1.15832 1.99339 -3.08221 -0.038 -0.349 -0.252
H 2.47585 -3.07145 2.41082 -0.214 -0.108 -0.226
H 1.96353 -3.26286 0.69636 0.049 0.070 0.371
H 0.80793 -3.60046 2.02323 0.324 0.083 -0.005
H 1.51438 -1.04706 4.09065 -0.247 0.059 -0.124
H -0.17505 -1.52993 3.71970 0.220 0.145 0.030
H 0.31532 0.16951 3.53465 0.141 -0.280 0.035
H 3.44965 -0.61999 1.97653 -0.252 0.208 -0.215
H 2.45061 0.80275 1.50507 0.164 -0.402 -0.029
H 2.89530 -0.42584 0.28179 0.012 0.087 0.379
C 6.01405 2.48316 -0.25937 0.409 -0.025 -0.620
C 7.00668 2.94739 -1.15953 -0.716 -0.796 0.482
C 7.72121 1.99709 -1.89386 -0.062 -0.141 0.195
C 7.48000 0.62550 -1.71974 -0.250 -0.056 0.160
C 6.52534 0.18809 -0.78556 0.353 0.334 -0.222
C 5.81029 1.11770 -0.03397 -0.004 0.302 -0.292
O 5.15199 3.33768 0.38163 0.177 0.208 0.022
H 5.41054 4.24489 0.17301 -0.027 -0.064 0.136
H 7.18024 4.01895 -1.28133 -0.048 -0.323 -0.019
H 8.47444 2.33041 -2.61377 -0.270 -0.147 0.302
H 8.03716 -0.10958 -2.30465 -0.166 0.305 0.197
H 6.33341 -0.87571 -0.63495 0.217 0.251 -0.072
H 5.07590 0.81584 0.71947 0.286 0.126 -0.273
C -6.04781 0.34204 2.06040 -0.845 0.736 0.177
N -5.08858 -0.75042 1.90824 0.103 -0.005 -0.147
C -5.48728 -2.02387 2.19740 0.781 0.258 -0.179
C -4.61738 -3.06267 2.04017 -0.318 0.067 0.173
C -3.30649 -2.76947 1.59146 0.307 0.455 -0.269
N -2.94719 -1.51700 1.24645 -0.596 -0.218 0.523
C -3.82194 -0.46959 1.40897 -0.096 0.460 -0.148
O -3.49094 0.68973 1.09461 0.354 -1.119 -0.001
N -2.36611 -3.72363 1.47573 0.136 -0.089 -0.135
H -6.37453 0.44947 3.10029 0.245 -0.183 -0.122
H -6.94505 0.16759 1.45575 0.283 -0.141 0.020
H -5.61546 1.29155 1.74855 0.130 -0.308 0.023
H -6.51094 -2.11209 2.56851 0.361 -0.156 -0.153
H -4.91047 -4.07252 2.27565 -0.029 -0.064 0.049
H -2.61355 -4.68304 1.66935 0.170 0.029 0.000
H -1.41328 -3.52142 1.16218 -0.884 -0.142 0.342

***

95
Properties=species:S:1:pos:R:3:forces:R:3 method="wB97M-V/def2-TZVPD" total_charge=0 gap_ev=10.85 total_energy_ha=-8435.95667 smiles="COC(=O)OC.COC(=O)OC.COC(=O)OC.COC(=O)OC.COC(=O)OC.ClCCl.ClCCl.ClCCl.ClCCl.ClCCl.ClCCl.ClCCl"
C 4.06095 -0.57903 -3.71806 -0.319 0.014 0.910
O 5.46536 -0.39481 -3.78450 0.894 -0.032 0.146
C 6.17191 -1.09024 -2.87946 1.619 0.817 -1.208
O 5.75274 -1.79969 -2.02152 -0.894 -0.712 0.933
O 7.48796 -0.89068 -3.11272 -0.230 -0.205 0.017
C 8.39535 -1.69514 -2.27085 -1.458 1.165 -0.134
H 3.89336 -1.61625 -3.42698 -0.459 0.065 -0.300
H 3.63977 -0.31014 -4.68835 0.205 -0.169 0.149
H 3.65027 0.06950 -2.92468 0.001 -0.185 -0.347
H 9.40596 -1.35781 -2.55731 -0.615 -0.478 0.344
H 8.13282 -2.72949 -2.41850 0.529 -0.484 -0.424
H 8.08161 -1.49964 -1.24250 0.706 0.237 0.077
C 2.26738 -0.33598 4.05627 0.541 0.783 -0.615
O 2.76697 -1.59262 3.62147 -0.418 -0.412 -0.539
C 1.83343 -2.34007 2.99623 1.501 0.094 0.002
O 0.67117 -2.09649 2.94063 -1.181 0.261 0.037
O 2.46264 -3.36027 2.42659 -0.010 -0.477 -0.198
C 1.63180 -4.40882 1.85266 0.665 1.121 -0.361
H 1.63719 -0.44676 4.89217 -0.859 -0.274 1.070
H 1.71483 0.18432 3.27008 0.191 -0.132 -0.042
H 3.12859 0.25418 4.34537 0.151 0.027 -0.075
H 1.89683 -5.28371 2.39504 0.145 -0.896 0.164
H 1.87648 -4.48547 0.77890 -0.147 -0.014 0.576
H 0.60255 -4.15661 2.01717 -0.521 0.032 -0.118
C -4.43103 4.70924 8.21791 -1.141 1.113 0.209
O -3.80832 3.51801 7.83160 0.061 -0.766 -0.796
C -4.28256 2.98628 6.68768 0.745 -0.674 -0.110
O -5.22967 3.32661 6.04086 -0.453 0.724 0.220
O -3.49154 1.96485 6.34734 0.226 -0.063 -1.035
C -3.78641 1.38869 5.00822 0.241 -0.411 1.960
H -5.51783 4.58352 8.34969 0.392 -0.135 0.162
H -4.32973 5.49482 7.46643 0.232 -0.110 -0.103
H -3.96402 5.04913 9.13908 -0.024 -0.200 0.001
H -3.02273 0.62157 4.91023 -0.191 -0.169 0.013
H -3.66964 2.08210 4.19960 -0.150 0.729 -0.114
H -4.78990 0.97568 5.07438 0.075 -0.035 -0.416
C 0.33102 -1.09078 -1.40829 1.070 0.505 0.808
O -0.03187 -0.32370 -0.24792 -0.212 2.006 1.093
C 0.56710 0.88840 -0.01102 -0.293 -0.439 -0.261
O 1.40176 1.40439 -0.72846 -0.588 -0.534 0.281
O 0.15377 1.51085 1.11550 0.308 -0.322 -1.533
C -0.92928 0.92016 1.84942 -0.354 0.220 -0.508
H 1.32305 -1.47470 -1.13192 -0.093 -0.152 -0.779
H 0.36186 -0.44567 -2.30265 -0.118 -0.600 0.412
H -0.38759 -1.91146 -1.41356 0.046 0.290 -0.393
H -0.52777 -0.00466 2.18986 -0.339 -0.971 0.588
H -1.81210 0.77996 1.18789 0.534 0.136 0.621
H -1.12980 1.59741 2.68309 -0.050 -0.094 -0.264
C -2.00913 -3.79144 -3.07064 1.810 -0.596 -0.007
O -2.25183 -5.03902 -3.71755 -1.750 0.061 -0.428
C -3.54678 -5.14667 -4.17675 2.677 -2.582 0.153
O -4.37414 -4.31217 -4.24421 -0.776 1.343 0.206
O -3.67313 -6.45188 -4.55236 -0.347 1.166 0.283
C -4.99956 -6.75881 -4.97609 -0.106 -0.722 -0.626
H -2.71327 -3.66236 -2.26427 -0.168 0.379 0.199
H -1.99555 -2.99915 -3.80405 -0.338 0.442 0.013
H -0.95824 -3.89782 -2.69269 -1.024 0.170 -0.102
H -5.50893 -5.88065 -5.34194 -0.050 0.166 -0.188
H -5.58641 -7.18761 -4.17554 0.016 -0.023 0.441
H -4.91886 -7.51659 -5.75965 0.061 0.205 0.057
Cl -5.72753 3.29156 -1.46904 -0.879 -0.206 0.155
C -4.01643 3.43031 -1.62618 0.895 -0.139 0.668
Cl -3.17451 1.87806 -1.80573 0.007 -0.321 -0.284
H -3.81089 4.05305 -2.46334 0.314 0.274 -0.655
H -3.56950 3.83322 -0.72929 -0.258 0.311 0.086
Cl -0.62381 4.83437 -3.11790 0.116 -0.412 0.011
C 0.20452 3.25227 -3.21912 -0.087 -0.003 0.177
Cl 1.32170 3.17500 -4.58983 0.080 0.006 -0.062
H 0.78715 3.11298 -2.30424 -0.270 -0.030 -0.285
H -0.53606 2.46336 -3.37879 0.147 0.354 0.237
Cl -0.83434 -0.05393 -4.62739 -0.176 -0.041 -0.105
C 0.60531 -0.71699 -5.42034 0.239 0.404 0.525
Cl 1.02001 -2.32625 -4.83268 0.040 -0.109 0.115
H 0.39952 -0.79683 -6.46705 -0.040 0.065 -0.462
H 1.42628 -0.02969 -5.19883 -0.199 -0.239 -0.174
Cl 6.49710 -0.04023 1.38076 -0.760 -0.203 -0.104
C 4.99748 -1.06334 1.13532 1.329 -0.424 1.225
Cl 3.63932 -0.19997 0.55705 -0.840 0.656 -0.443
H 5.29531 -1.76868 0.37827 -0.036 -0.362 0.021
H 4.74438 -1.48901 2.12610 0.289 0.110 -0.789
Cl -1.80992 4.65698 1.03409 0.269 -0.562 0.076
C -0.04057 4.91509 1.01210 -0.345 0.850 0.175
Cl 0.19208 6.60558 0.49032 0.405 -0.210 0.185
H 0.32663 4.77415 2.03106 -0.019 0.109 -0.340
H 0.47197 4.28265 0.30238 -0.217 -0.273 -0.070
Cl -4.81546 0.90978 1.72139 -0.218 -0.467 -0.072
C -5.83331 0.01623 0.55227 -0.298 0.377 0.321
Cl -6.90687 -1.22291 1.20655 0.285 -0.101 0.351
H -6.49716 0.74905 0.14293 -0.047 0.367 -0.414
H -5.20175 -0.42996 -0.18844 0.317 -0.129 -0.235
Cl 3.75647 4.74256 0.31807 -0.010 0.116 -0.272
C 3.72046 3.02550 0.81160 -0.125 0.987 -0.279
Cl 3.12639 2.95240 2.45554 -0.321 -0.341 0.569
H 3.02761 2.53172 0.12849 0.425 -0.169 0.299
H 4.74954 2.70709 0.82756 0.023 -0.449 -0.273

***

80
Properties=species:S:1:pos:R:3:forces:R:3 method="wB97M-V/def2-TZVPD" total_charge=+1 gap_ev=6.55 total_energy_ha=-2301.06453
C 1.57267 0.25769 -0.17381 -0.075 0.573 0.320
C 0.58808 1.15760 -0.91128 0.247 -0.831 -0.046
O -0.17363 0.36812 -1.83969 -0.238 0.042 0.008
C -1.17805 1.10324 -2.48264 0.601 -0.334 -0.452
C -2.50822 0.99278 -1.78856 -0.135 0.875 0.023
N -3.52395 1.86933 -1.80468 -0.029 0.725 -0.011
C -3.64171 3.17726 -2.46027 -0.371 0.644 0.082
C -2.44895 4.14109 -2.31779 1.266 0.552 -0.866
O -1.81633 4.40587 -3.32274 -0.278 -0.487 0.529
N -2.09159 4.71726 -1.08704 -1.488 -2.105 -0.376
C -3.05618 4.47082 -0.00644 0.621 0.549 0.679
C -0.72204 4.40663 -0.66751 0.527 1.185 0.464
C -4.57100 1.33941 -1.08696 -1.762 0.525 0.526
I -6.48471 2.08872 -0.71738 0.600 0.093 -0.249
C -4.20283 0.15056 -0.58205 0.451 0.900 -0.858
O -4.85862 -0.71928 0.16634 0.307 -0.163 0.275
N -2.92161 -0.02429 -1.05142 0.671 -2.263 1.053
I -1.96258 -1.76328 -0.51440 0.171 -0.081 -0.275
H 1.17126 -0.06541 0.78601 -0.082 -0.275 -0.145
H 2.43888 0.87661 0.06706 0.136 -0.202 -0.034
H 1.89030 -0.59786 -0.76682 -0.032 0.058 -0.075
H 1.15650 1.89505 -1.48489 -0.305 0.250 0.070
H -0.11187 1.60777 -0.20226 0.157 0.350 -0.037
H -1.28669 0.67997 -3.48740 -0.110 0.007 0.018
H -0.84956 2.13503 -2.62396 -0.426 0.145 0.040
H -3.90798 3.03485 -3.50423 0.445 0.054 -0.134
H -4.49734 3.68143 -2.01239 -0.100 -0.286 0.021
H -2.92629 3.48014 0.45270 -0.216 -0.042 -0.177
H -4.08488 4.65443 -0.30303 0.055 -0.060 -0.093
H -2.83768 5.18942 0.78617 -0.062 -0.014 -0.014
H -0.72655 3.76000 0.21437 -0.096 -0.169 -0.155
H -0.22764 5.32892 -0.35427 0.054 -0.053 -0.044
H -0.11780 3.97858 -1.45998 -0.183 -0.001 -0.172
H -5.33365 -0.21468 0.84457 -0.184 -0.272 0.045
C -2.72249 0.12841 2.86068 0.026 -0.057 0.135
O -1.65404 0.28617 3.75387 -0.043 0.266 -0.103
C -0.41874 0.42466 3.07080 -0.098 -0.293 0.340
C 0.63520 1.02811 3.97293 0.202 0.163 -0.076
O 0.54171 2.44077 4.08250 -0.139 -0.085 -0.076
C -0.51145 2.94384 4.89997 0.137 0.206 -0.024
C -0.25706 2.77698 6.38137 -0.325 -0.244 0.105
O -0.58375 1.45971 6.79072 0.180 -0.095 -0.123
C 0.00543 1.12711 8.03135 -0.088 -0.009 -0.061
H -2.58230 -0.75961 2.23211 -0.092 0.060 0.001
H -3.63745 0.01429 3.44090 0.036 -0.025 0.040
H -2.82120 1.02080 2.22165 -0.031 -0.037 -0.117
H -0.54712 1.06486 2.18570 0.034 0.014 -0.024
H -0.09563 -0.57652 2.75041 0.084 0.067 -0.140
H 1.61026 0.84384 3.51534 -0.014 0.022 -0.027
H 0.64087 0.55236 4.95480 -0.200 -0.063 -0.018
H -1.47394 2.51733 4.61091 -0.003 -0.133 0.149
H -0.55048 4.01366 4.68456 0.080 -0.002 -0.004
H -0.89113 3.47723 6.94135 0.125 0.147 -0.020
H 0.79582 2.99231 6.59769 -0.001 0.075 -0.030
H 1.09834 1.14952 7.95760 0.006 0.072 0.086
H -0.30412 0.11615 8.28762 -0.052 0.017 -0.028
H -0.32684 1.81151 8.81889 0.077 0.000 0.039
C 4.61843 -6.36356 -1.11032 0.015 0.128 -0.052
O 4.46676 -5.40959 -2.13885 -0.230 -0.078 -0.004
C 4.87563 -5.91857 -3.39958 0.090 0.304 0.223
C 4.31118 -5.07611 -4.52203 0.013 -0.148 -0.175
O 2.95695 -5.38248 -4.83661 0.003 0.099 0.095
C 1.97531 -4.91138 -3.92778 -0.070 -0.136 -0.178
C 1.72485 -3.42139 -4.02794 0.118 0.049 0.347
O 2.71162 -2.69848 -3.30892 0.107 0.013 -0.066
C 2.76788 -1.34662 -3.70023 -0.012 -0.110 0.081
H 5.66452 -6.67392 -1.01463 -0.022 -0.093 0.025
H 4.30069 -5.90242 -0.17688 0.027 0.046 -0.020
H 3.98812 -7.23998 -1.29916 0.090 -0.073 0.010
H 4.53807 -6.95484 -3.51689 0.025 -0.013 -0.059
H 5.97268 -5.88905 -3.43979 0.007 -0.140 -0.123
H 4.87120 -5.31078 -5.42924 -0.040 -0.046 -0.003
H 4.44025 -4.01045 -4.32593 0.005 -0.022 0.189
H 2.20905 -5.20914 -2.90353 0.068 0.187 0.055
H 1.05421 -5.42401 -4.21488 0.012 0.015 -0.054
H 0.74363 -3.18555 -3.58907 -0.100 -0.025 -0.153
H 1.72977 -3.12143 -5.08243 -0.051 -0.040 -0.020
H 3.05212 -1.25963 -4.75481 -0.097 0.082 -0.021
H 3.52852 -0.85312 -3.09671 -0.007 -0.039 0.033
H 1.80084 -0.85480 -3.53089 0.014 0.085 -0.093